No. 1
Here is a structure of composition C14H17AsO2RuS2SeTe from the OMol25 dataset. Energies are from ωB97M-V/def2-TZVPD.

Computed properties:
- ⟨S²⟩ = 6.04
- multiplicity = 5
- Kohn-Sham gap (spin up / spin down) (Eh) = 0.2557 / 0.2289
- total charge = 0

Last column: Löwdin spin population.
Geometry (Å):
Ru (-0.120, 0.548, -1.018)  2.08
O (-0.695, -0.247, 7.197)  0.00
C (-0.979, 0.906, 6.542)  0.00
O (-1.548, 1.787, 7.118)  0.00
C (-0.535, 1.007, 5.112)  0.02
C (-0.467, 2.274, 4.548)  0.00
C (-0.073, 2.439, 3.231)  0.02
C (0.247, 1.330, 2.450)  0.04
S (0.782, 1.584, 0.775)  0.23
C (0.175, 0.059, 3.012)  0.02
C (-0.215, -0.098, 4.333)  0.00
H (-0.177, -0.827, 6.630)  0.00
H (-0.728, 3.128, 5.161)  0.00
H (-0.022, 3.429, 2.795)  0.00
H (0.426, -0.807, 2.417)  0.00
H (-0.286, -1.107, 4.724)  0.00
Te (-1.108, -1.524, 0.102)  0.34
C (-2.268, -2.529, -1.317)  0.05
C (-1.978, -2.770, -2.631)  0.03
C (-3.003, -3.502, -3.300)  0.00
C (-4.046, -3.805, -2.476)  0.01
S (-3.787, -3.193, -0.905)  0.01
H (-1.059, -2.443, -3.098)  0.00
H (-2.964, -3.786, -4.343)  0.00
H (-4.946, -4.351, -2.713)  0.00
Se (-1.769, 0.826, -2.557)  1.04
C (3.461, 1.260, -1.896)  0.01
As (1.726, 0.854, -2.632)  0.07
C (2.070, -0.746, -3.641)  0.00
C (1.567, 2.171, -4.027)  0.03
H (4.206, 1.243, -2.689)  0.00
H (3.705, 0.526, -1.131)  0.00
H (3.428, 2.245, -1.435)  0.00
H (2.986, -0.626, -4.217)  0.00
H (1.230, -0.922, -4.309)  0.00
H (2.164, -1.587, -2.959)  0.00
H (2.429, 2.103, -4.688)  0.00
H (1.521, 3.161, -3.580)  0.00
H (0.650, 1.989, -4.583)  0.01

***

No. 2
Here is an isolated molecule of C5H13NO3S in a non-equilibrium geometry from the OMol25 dataset. Energies are from ωB97M-V/def2-TZVPD.

Computed properties:
- relative energy (zero: lowest compared OMol25 entry of this formula, charge and spin) (kJ/mol) = 213.6
- Kohn-Sham gap (Eh) = 0.3233
- total charge = 0

Last column: natural (NBO) charge in e.
Geometry (Å):
C (-2.425, 0.733, 1.874)  -0.81
C (-0.437, 1.095, -2.090)  -0.67
C (1.053, -0.937, -0.573)  -0.45
C (1.076, 0.443, 1.397)  -0.43
C (-0.229, 1.105, -0.576)  0.39
N (0.907, 0.366, -0.057)  -0.46
O (-2.994, 0.244, -0.946)  -0.94
O (-0.297, 2.417, -0.072)  -0.73
O (-1.552, -1.214, 0.372)  -1.00
S (-1.966, 0.141, 0.108)  1.91
H (-3.587, 0.850, 1.935)  0.25
H (-1.891, 1.674, 1.915)  0.23
H (-2.088, -0.065, 2.471)  0.24
H (-0.440, 0.149, -2.613)  0.25
H (0.225, 1.681, -2.549)  0.22
H (-1.309, 1.719, -2.243)  0.23
H (1.038, -0.825, -1.670)  0.19
H (2.100, -1.249, -0.404)  0.21
H (0.173, -1.573, -0.305)  0.25
H (0.612, -0.457, 1.777)  0.20
H (2.233, 0.388, 1.572)  0.21
H (0.527, 1.393, 1.721)  0.22
H (-0.678, 3.008, -0.722)  0.49

***

No. 3
Here is an isolated molecule of C5H10O in a non-equilibrium geometry from the OMol25 dataset. Energies are from ωB97M-V/def2-TZVPD.

Computed properties:
- relative energy (zero: lowest compared OMol25 entry of this formula, charge and spin) (kJ/mol) = 145.4
- Kohn-Sham gap (Eh) = 0.4059
- total charge = 0

Last column: natural (NBO) charge in e.
Geometry (Å):
C (2.064, 0.172, 0.389)  -0.63
C (0.574, 0.276, 0.161)  0.09
C (-0.004, -0.470, -1.031)  -0.43
C (-1.499, -0.335, -0.667)  -0.43
C (-1.429, 0.323, 0.880)  -0.09
O (-0.173, -0.194, 1.281)  -0.53
H (2.406, 0.855, 1.170)  0.22
H (2.613, 0.384, -0.535)  0.21
H (2.328, -0.848, 0.699)  0.22
H (0.097, 1.270, 0.002)  0.16
H (0.301, 0.021, -1.967)  0.21
H (0.355, -1.505, -1.061)  0.20
H (-1.919, -1.329, -0.467)  0.21
H (-2.083, 0.078, -1.511)  0.22
H (-2.260, -0.092, 1.432)  0.19
H (-1.372, 1.394, 1.225)  0.18

***

No. 4
Here is a cluster of 11 separate species, C14H50O14 in total in a non-equilibrium geometry from the OMol25 dataset. Energies are from ωB97M-V/def2-TZVPD.

Computed properties:
- relative energy (zero: lowest compared OMol25 entry of this formula, charge and spin) (kJ/mol) = 237.4
- Kohn-Sham gap (Eh) = 0.3549
- total charge = 0

Last column: Löwdin charge in e.
Geometry (Å):
C (-2.038, 3.938, -3.347)  -0.13
O (-3.221, 4.537, -2.717)  -0.13
H (-1.569, 3.206, -2.690)  0.06
H (-2.275, 3.550, -4.337)  0.07
H (-1.175, 4.588, -3.488)  0.06
H (-3.434, 4.120, -1.879)  0.05
C (-3.062, 2.399, 1.490)  -0.20
O (-2.940, 2.317, 0.112)  -0.11
H (-4.003, 1.945, 1.802)  0.08
H (-2.294, 1.945, 2.116)  0.08
H (-3.115, 3.418, 1.874)  0.07
H (-2.483, 1.480, 0.004)  0.05
C (0.061, 0.492, -0.601)  -0.11
O (-0.741, 0.566, 0.586)  -0.13
H (1.128, 0.437, -0.388)  0.04
H (-0.138, -0.359, -1.253)  0.08
H (-0.045, 1.459, -1.094)  0.07
H (-0.930, -0.322, 0.897)  0.03
C (-0.863, 5.215, 0.357)  -0.15
O (0.060, 4.148, 0.334)  -0.11
H (-1.170, 5.656, -0.592)  0.08
H (-1.798, 4.874, 0.801)  0.06
H (-0.516, 5.991, 1.039)  0.08
H (-0.332, 3.273, 0.385)  0.05
C (0.480, -4.026, -3.136)  -0.09
O (0.536, -2.741, -2.439)  -0.17
H (-0.404, -4.572, -2.807)  0.07
H (0.448, -3.970, -4.224)  0.07
H (1.444, -4.483, -2.912)  0.08
H (0.607, -2.829, -1.486)  0.02
C (-0.049, -0.678, -4.486)  -0.18
O (1.103, -0.216, -3.824)  -0.12
H (-0.438, 0.108, -5.133)  0.08
H (0.060, -1.620, -5.025)  0.07
H (-0.872, -0.764, -3.777)  0.07
H (1.297, -0.932, -3.215)  0.04
C (1.958, 3.116, -2.347)  -0.20
O (2.000, 4.488, -2.414)  -0.10
H (1.367, 2.701, -3.163)  0.08
H (2.964, 2.734, -2.519)  0.08
H (1.659, 2.784, -1.353)  0.05
H (1.163, 4.839, -2.101)  0.06
C (2.279, -2.182, 0.324)  -0.13
O (1.616, -3.394, 0.056)  -0.13
H (2.852, -2.340, 1.237)  0.09
H (2.931, -1.808, -0.466)  0.09
H (1.485, -1.445, 0.438)  0.05
H (2.208, -4.150, 0.058)  0.10
C (3.020, 0.999, 1.416)  -0.24
C (3.053, 2.438, 2.073)  -0.22
O (4.390, 2.754, 2.369)  -0.07
O (3.179, 1.171, 0.039)  -0.08
H (2.066, 0.570, 1.725)  0.10
H (3.768, 0.382, 1.913)  0.12
H (2.678, 2.407, 3.096)  0.12
H (2.527, 3.194, 1.490)  0.12
H (4.880, 3.030, 1.592)  0.08
H (3.942, 1.720, -0.155)  0.09
C (-1.820, -3.374, 1.224)  -0.25
C (-2.716, -4.187, 0.352)  -0.24
O (-4.004, -3.638, 0.381)  -0.03
O (-1.513, -2.107, 0.684)  -0.08
H (-0.899, -3.953, 1.298)  0.11
H (-2.082, -3.143, 2.256)  0.12
H (-2.730, -5.224, 0.686)  0.13
H (-2.163, -4.229, -0.586)  0.12
H (-4.636, -4.333, 0.580)  0.09
H (-2.353, -1.840, 0.305)  0.11
C (-0.273, -3.745, 4.903)  -0.22
C (0.531, -2.925, 3.837)  -0.24
O (-0.126, -1.798, 3.276)  -0.07
O (-0.554, -2.833, 5.939)  -0.06
H (0.116, -4.687, 5.290)  0.12
H (-1.147, -3.998, 4.302)  0.10
H (0.703, -3.485, 2.918)  0.09
H (1.532, -2.692, 4.201)  0.11
H (-0.093, -1.856, 2.318)  0.03
H (-1.074, -2.109, 5.583)  0.08

***

No. 5
Here is a cluster of 8 separate species, C47H53BBrO2 in total from the OMol25 dataset. Energies are from ωB97M-V/def2-TZVPD.

Computed properties:
- Kohn-Sham gap (Eh) = 0.2199
- total charge = -1

Last column: Löwdin charge in e.
Geometry (Å):
Br (0.861, 3.578, 5.463)  0.68
C (1.044, 1.770, 4.781)  -0.57
C (2.293, 1.023, 5.251)  -0.25
C (3.058, 0.306, 4.140)  -0.15
C (3.756, 1.116, 3.052)  -0.38
C (2.848, 1.954, 2.166)  -0.24
O (2.817, 3.228, 2.722)  -0.15
B (4.032, 3.378, 3.605)  -0.61
O (4.698, 2.025, 3.514)  -0.07
H (0.149, 1.284, 5.160)  0.03
H (0.976, 1.833, 3.703)  0.03
H (1.952, 0.249, 5.943)  0.10
H (2.956, 1.677, 5.812)  0.09
H (3.848, -0.275, 4.624)  0.11
H (2.395, -0.422, 3.657)  0.10
H (4.264, 0.365, 2.422)  0.14
H (1.834, 1.532, 2.078)  0.09
H (3.234, 1.944, 1.132)  0.11
H (3.672, 3.588, 4.784)  0.03
H (4.773, 4.306, 3.255)  0.04
C (-1.596, -0.438, -0.848)  -0.10
C (-1.852, 0.369, 0.251)  -0.09
C (-1.145, 0.179, 1.431)  -0.09
C (-0.184, -0.818, 1.516)  -0.09
C (0.070, -1.628, 0.418)  -0.09
C (-0.637, -1.438, -0.762)  -0.11
H (-2.138, -0.281, -1.773)  0.09
H (-2.583, 1.164, 0.184)  0.10
H (-1.334, 0.821, 2.283)  0.10
H (0.376, -0.953, 2.433)  0.09
H (0.825, -2.402, 0.480)  0.10
H (-0.432, -2.067, -1.620)  0.08
C (-0.980, 4.638, -1.857)  -0.11
C (-1.210, 5.424, -0.736)  -0.11
C (-0.527, 5.166, 0.446)  -0.08
C (0.390, 4.125, 0.507)  -0.08
C (0.616, 3.341, -0.613)  -0.11
C (-0.066, 3.593, -1.795)  -0.11
H (-1.512, 4.840, -2.779)  0.09
H (-1.921, 6.240, -0.784)  0.09
H (-0.703, 5.778, 1.322)  0.10
H (0.938, 3.914, 1.417)  0.10
H (1.334, 2.531, -0.559)  0.10
H (0.113, 2.976, -2.668)  0.10
C (-2.106, -4.667, -1.962)  -0.10
C (-2.373, -3.980, -3.138)  -0.09
C (-2.725, -4.674, -4.287)  -0.10
C (-2.814, -6.059, -4.259)  -0.09
C (-2.547, -6.748, -3.083)  -0.10
C (-2.192, -6.052, -1.935)  -0.10
H (-1.831, -4.121, -1.068)  0.10
H (-2.307, -2.899, -3.155)  0.09
H (-2.929, -4.135, -5.203)  0.09
H (-3.091, -6.602, -5.154)  0.10
H (-2.614, -7.828, -3.061)  0.10
H (-1.977, -6.588, -1.020)  0.11
C (-4.401, 0.524, 7.306)  -0.11
C (-3.902, 1.153, 8.439)  -0.11
C (-2.836, 2.036, 8.330)  -0.10
C (-2.268, 2.294, 7.090)  -0.10
C (-2.770, 1.666, 5.959)  -0.10
C (-3.834, 0.780, 6.065)  -0.10
H (-5.230, -0.167, 7.390)  0.09
H (-4.344, 0.954, 9.407)  0.09
H (-2.444, 2.522, 9.214)  0.10
H (-1.434, 2.977, 6.988)  0.04
H (-2.327, 1.873, 4.992)  0.09
H (-4.220, 0.289, 5.181)  0.10
C (2.837, -4.430, -1.636)  -0.09
C (1.620, -4.931, -2.075)  -0.09
C (1.538, -6.222, -2.578)  -0.09
C (2.676, -7.014, -2.638)  -0.10
C (3.894, -6.515, -2.197)  -0.10
C (3.975, -5.222, -1.697)  -0.10
H (2.900, -3.421, -1.247)  0.10
H (0.730, -4.316, -2.026)  0.08
H (0.586, -6.606, -2.923)  0.09
H (2.614, -8.022, -3.029)  0.10
H (4.781, -7.133, -2.242)  0.10
H (4.925, -4.831, -1.355)  0.10
C (-4.168, -1.204, -5.645)  -0.10
C (-5.151, -2.103, -5.254)  -0.10
C (-6.367, -2.135, -5.922)  -0.09
C (-6.598, -1.270, -6.983)  -0.10
C (-5.615, -0.373, -7.374)  -0.10
C (-4.400, -0.338, -6.705)  -0.09
H (-3.220, -1.176, -5.122)  0.10
H (-4.969, -2.777, -4.427)  0.09
H (-7.134, -2.833, -5.615)  0.10
H (-7.546, -1.295, -7.505)  0.10
H (-5.795, 0.302, -8.201)  0.10
H (-3.634, 0.364, -7.006)  0.10
C (6.220, 4.013, -2.289)  -0.11
C (5.084, 3.984, -3.087)  -0.12
C (3.842, 4.259, -2.530)  -0.10
C (3.740, 4.574, -1.183)  -0.08
C (4.874, 4.598, -0.381)  -0.06
C (6.114, 4.314, -0.938)  -0.09
H (7.189, 3.791, -2.720)  0.09
H (5.166, 3.742, -4.140)  0.09
H (2.950, 4.228, -3.145)  0.09
H (2.776, 4.785, -0.742)  0.09
H (4.784, 4.812, 0.677)  0.10
H (6.997, 4.319, -0.311)  0.10

***

No. 6
Here is a structure of composition C16H40IO2P2Si2Tc in a non-equilibrium geometry from the OMol25 dataset. Energies are from ωB97M-V/def2-TZVPD.

Computed properties:
- ⟨S²⟩ = 3.95
- multiplicity = 4
- Kohn-Sham gap (spin up / spin down) (Eh) = 0.2293 / 0.2004
- total charge = +3

Last column: Löwdin spin population.
Geometry (Å):
C (-0.007, 1.377, -3.296)  -0.04
C (0.300, 1.609, -1.863)  -0.11
H (0.173, 2.306, -3.856)  -0.01
H (-1.052, 1.063, -3.449)  0.00
H (0.625, 0.581, -3.727)  0.00
O (0.736, 2.608, -1.362)  -0.13
I (-0.962, -3.149, -0.978)  0.43
Tc (-0.310, -0.525, -0.587)  1.70
P (2.031, -0.424, -0.984)  0.06
C (2.847, 0.747, 0.178)  0.03
C (2.877, -2.001, -0.592)  0.02
H (3.961, -1.836, -0.677)  0.00
H (3.936, -0.109, -2.449)  0.00
H (2.567, -2.766, -1.313)  0.00
H (2.495, -0.658, -3.350)  0.00
H (2.651, 0.474, 1.220)  0.00
H (2.649, -2.355, 0.422)  0.00
C (2.850, 0.012, -2.557)  -0.01
H (3.929, 0.722, -0.010)  0.00
H (2.629, 1.048, -2.836)  0.00
H (2.462, 1.756, -0.010)  0.00
P (-2.669, -0.185, -1.007)  0.05
C (-3.395, 1.403, -0.447)  0.01
C (-3.168, -0.226, -2.766)  0.00
H (-3.650, -2.383, -0.648)  0.01
H (-4.847, -1.066, -0.426)  0.00
H (-3.657, -1.429, 0.855)  0.00
C (-3.814, -1.383, -0.228)  0.03
H (-2.560, -0.954, -3.315)  0.00
H (-4.226, -0.515, -2.840)  0.00
H (-4.459, 1.435, -0.717)  0.00
H (-2.874, 2.237, -0.934)  0.00
H (-3.041, 0.766, -3.219)  0.00
H (-3.302, 1.528, 0.640)  0.00
C (-0.569, 1.094, 0.412)  0.02
O (-0.736, 2.100, 1.002)  0.05
C (-1.427, -3.893, 2.424)  0.01
Si (0.185, -3.371, 1.597)  0.19
C (1.810, -3.309, 2.672)  0.22
C (0.767, -5.045, 0.781)  0.18
C (0.161, -1.380, 1.337)  0.18
Si (-0.534, -0.723, 3.073)  0.02
C (-0.119, -1.690, 4.668)  0.00
C (0.289, 0.925, 3.510)  0.01
C (-2.403, -0.532, 3.049)  0.00
H (-1.584, -4.956, 2.188)  0.00
H (-2.300, -3.342, 2.053)  0.00
H (-1.406, -3.802, 3.515)  0.00
H (1.615, -3.848, 3.608)  0.02
H (2.628, -3.823, 2.147)  0.00
H (2.151, -2.300, 2.928)  0.01
H (-0.066, -5.661, 0.421)  0.01
H (1.476, -4.914, -0.042)  0.00
H (1.280, -5.632, 1.562)  0.01
H (1.236, -1.117, 1.457)  0.02
H (0.926, -1.506, 4.957)  0.00
H (-0.755, -1.271, 5.463)  0.00
H (-0.283, -2.771, 4.657)  0.00
H (-0.436, 1.749, 3.454)  0.00
H (0.658, 0.881, 4.546)  0.00
H (1.138, 1.170, 2.862)  0.00
H (-2.755, 0.079, 2.206)  0.00
H (-2.932, -1.493, 3.034)  0.00
H (-2.701, -0.017, 3.977)  0.00

***

Ordered E results: -176618.533, -23860.910, -7393.258, -43987.237, -124414.849, -65938.354; unit eV.